CH5NO3Si | the ωB97M-V functional and the def2-TZVPD basis

The geometry in XYZ format:
```
11
Properties=species:S:1:pos:R:3:lowdin_charge:R:1
C 0.94804 -0.66111 -1.03504 -0.19
N -0.11935 -0.79270 -0.38267 -0.33
O -0.76713 0.40071 -0.19459 -0.29
O -0.73747 -1.84934 -0.04560 -0.04
O 1.63964 -1.69945 -1.36618 0.13
Si -0.90525 1.45570 1.09872 0.64
H 1.43139 0.34474 -1.08765 0.18
H 1.15668 -2.50121 -1.22092 0.11
H -2.08387 1.44507 2.16577 -0.04
H 0.36912 1.29401 1.78724 -0.06
H -0.93180 2.56357 0.28092 -0.08
```

## Properties
* HOMO-LUMO gap: 0.347 Eh
* energy relative to the best compared isomer or geometry (same formula, charge and spin): 171.1 kJ/mol
* calculated total energy: -610.932134 hartree
* SMILES string: [O-]/[N+](=C\O)O[SiH3]